Version i
Density functional theory data (ωB97M-V with the def2-TZVPD basis set) for an isolated molecule of C6H13N.

Computed properties:
- HOMO: -0.32162 Eh
- SMILES: C[C@H]1N(C)C1(C)C
- Lowest unoccupied orbital energy: 1.1 eV

```
! wB97M-V def2-TZVPD RIJCOSX def2/J DEFGRID3
* xyz 0 1
C -1.512 1.671 0.506
C -0.564 0.498 0.663
N -0.660 -0.427 -0.435
C -1.126 -1.756 -0.110
C 0.662 0.095 -0.133
C 1.666 -0.896 0.437
C 1.268 1.017 -1.177
H -2.487 1.210 0.295
H -1.625 2.288 1.401
H -1.281 2.315 -0.350
H -0.570 0.053 1.669
H -0.746 -2.496 -0.817
H -0.885 -2.084 0.914
H -2.218 -1.737 -0.202
H 2.570 -0.421 0.831
H 1.233 -1.514 1.229
H 1.977 -1.567 -0.377
H 0.540 1.742 -1.552
H 1.638 0.442 -2.035
H 2.120 1.567 -0.755
*
```

Atomic partial charges in e from the Mulliken method, atoms 1 to 4: -1.2436 -0.2759 -0.3621 -0.8588

---

Version ii
Density functional theory data (ωB97M-V with the def2-TZVPD basis set) for a cluster of 2 separate species, C6H13N in total.

Computed properties:
- HOMO (alpha / beta): -0.24756 / -0.24759 Eh
- Lowest unoccupied orbital energy (alpha / beta): 0.9 / 0.9 eV

```
! wB97M-V def2-TZVPD RIJCOSX def2/J DEFGRID3
* xyz 0 1
C 2.261 -0.911 -1.102
C 1.095 -0.999 -0.162
N 0.580 0.224 0.435
C 0.856 1.110 1.352
C -0.201 -0.376 -0.452
C -2.268 0.255 1.552
C -0.832 0.184 -1.673
H 3.211 -0.907 -0.564
H 2.219 -1.790 -1.754
H 2.175 -0.017 -1.728
H 1.132 -1.834 0.541
H 0.187 1.950 1.464
H -1.637 0.409 2.464
H 1.787 1.056 1.900
H -1.984 -0.503 0.794
H -3.235 -0.124 1.848
H -2.455 1.226 1.066
H -0.085 0.731 -2.267
H -1.636 0.883 -1.421
H -1.262 -0.609 -2.293
*
```

Atomic partial charges in e from the Mulliken method, atoms 1 to 4: -1.2994 -0.0787 0.0401 -0.5085

---

Version iii
Density functional theory data (ωB97M-V with the def2-TZVPD basis set) for a cluster of 3 separate species, C6H13N in total.

Computed properties:
- HOMO: -0.30150 Eh
- Lowest unoccupied orbital energy: 1.1 eV

```
! wB97M-V def2-TZVPD RIJCOSX def2/J DEFGRID3
* xyz 0 1
C 0.774 -0.103 0.888
C -0.798 -1.804 0.283
C 0.643 2.362 0.448
C -1.547 -1.210 -0.884
N 0.529 -1.422 0.494
C 0.829 0.979 -0.116
C 1.030 0.766 -1.420
H 0.997 -2.084 1.098
H 1.577 -0.034 1.620
H -0.628 -0.055 1.561
H -0.902 -2.884 0.357
H -1.274 -0.838 1.352
H 0.803 3.126 -0.312
H -0.366 2.480 0.851
H 1.343 2.541 1.269
H -2.555 -1.624 -0.906
H -1.614 -0.128 -0.803
H -1.047 -1.420 -1.835
H 1.165 -0.230 -1.814
H 1.042 1.582 -2.129
*
```

Atomic partial charges in e from the Mulliken method, atoms 1 to 4: -0.5688 -0.2977 -1.2443 -1.1050

---

Version iv
Density functional theory data (ωB97M-V with the def2-TZVPD basis set) for an isolated molecule of C6H13N.

Computed properties:
- HOMO: -0.31977 Eh
- SMILES: C[C@H]1N(C)C1(C)C
- Lowest unoccupied orbital energy: 1.1 eV

```
! wB97M-V def2-TZVPD RIJCOSX def2/J DEFGRID3
* xyz 0 1
C -1.264 1.864 0.562
C -0.680 0.456 0.656
N -0.809 -0.510 -0.440
C -1.038 -1.942 -0.277
C 0.510 0.019 -0.134
C 1.541 -0.852 0.564
C 1.035 0.947 -1.204
H -2.357 1.877 0.596
H -0.907 2.463 1.411
H -0.966 2.412 -0.337
H -0.712 0.063 1.676
H -0.557 -2.452 -1.123
H -0.637 -2.403 0.640
H -2.106 -2.174 -0.333
H 2.323 -0.226 1.007
H 1.102 -1.441 1.375
H 2.026 -1.550 -0.130
H 0.193 1.498 -1.625
H 1.505 0.398 -2.027
H 1.756 1.659 -0.787
*
```

Atomic partial charges in e from the Mulliken method, atoms 1 to 4: -1.3050 0.1085 -0.3838 -0.8393

---

If we sort the structures by their calculated energies, the order from most to least stable is version iv, version i, version iii, version ii.

---

Version i
Density functional theory data (ωB97M-V with the def2-TZVPD basis set) for a cluster of 2 separate species, C3H3ClN2S in total.

Computed properties:
- HOMO (alpha / beta): -0.35258 / -0.36299 Eh
- Lowest unoccupied orbital energy (alpha / beta): -3.3 / -3.1 eV

```
! wB97M-V def2-TZVPD RIJCOSX def2/J DEFGRID3
* xyz 0 1
C 0.259 0.073 1.337
C 0.196 -1.290 0.974
C 0.049 0.786 0.162
N -0.010 -1.448 -0.342
N -0.158 -0.243 -0.799
S -0.110 2.460 -0.230
Cl -0.583 1.742 -3.149
H -0.005 0.326 2.348
H 0.496 -2.191 1.459
H -0.134 -0.214 -1.762
*
```

Atomic partial charges in e from the Mulliken method, atoms 1 to 4: -0.4911 -0.1302 0.3345 -0.7792

---

Version ii
Density functional theory data (ωB97M-V with the def2-TZVPD basis set) for an isolated molecule of C3H3ClN2S.

Computed properties:
- HOMO: -0.33572 Eh
- SMILES: CS/N=C(\Cl)C#N
- Lowest unoccupied orbital energy: -0.4 eV

```
! wB97M-V def2-TZVPD RIJCOSX def2/J DEFGRID3
* xyz 0 1
C 2.080 0.481 -0.048
S 0.536 1.222 0.465
N -0.430 -0.058 0.209
C -1.735 -0.092 0.103
Cl -2.754 1.301 0.101
C -2.337 -1.374 -0.047
N -2.775 -2.367 -0.416
H 2.249 0.652 -1.103
H 2.164 -0.618 0.380
H 3.001 0.853 0.356
*
```

Atomic partial charges in e from the Mulliken method, atoms 1 to 4: -0.8246 0.0138 -0.3025 0.5175

---

Version iii
Density functional theory data (ωB97M-V with the def2-TZVPD basis set) for a cluster of 2 separate species, C3H3ClN2S in total.

Computed properties:
- HOMO (alpha / beta): -0.33998 / -0.35492 Eh
- Lowest unoccupied orbital energy (alpha / beta): -0.9 / -1.0 eV

```
! wB97M-V def2-TZVPD RIJCOSX def2/J DEFGRID3
* xyz 0 1
C -0.331 1.744 -0.427
C 0.779 1.392 -1.046
C -0.255 -0.390 0.176
N -0.849 0.709 0.384
N -0.831 -2.401 1.188
S 1.087 -0.311 -0.829
Cl 0.450 -3.365 0.743
H -0.721 2.744 -0.517
H 1.181 2.052 -1.782
H -0.511 -2.173 2.111
*
```

Atomic partial charges in e from the Mulliken method, atoms 1 to 4: -0.3180 -0.2257 0.4006 -0.4487

---

If we sort the structures by their calculated energies, the order from most to least stable is version ii, version i, version iii.